[1]
Density functional theory data (ωB97M-V/def2-TZVPD) for 5 unconnected molecules or ions with the total composition C49H109F4N5O5S2 at a distorted geometry.

Geometry as XYZ:
```
174
Properties=species:S:1:pos:R:3
C -2.62280 -1.82977 5.85978
C -3.08420 -0.36532 5.94734
C -2.02060 0.65345 5.41511
C -1.67110 1.64910 6.52728
C -0.84155 2.89235 6.09867
C -1.22247 3.49943 4.73837
C -0.52645 2.87561 3.51079
C 1.01516 2.70840 3.63623
C 1.39998 1.25486 3.32503
C 2.82749 0.85714 3.72329
C 2.95874 -0.67701 3.90776
C 4.06612 -1.30602 3.05781
C 3.76882 -2.78505 2.69969
C 4.40943 -3.21511 1.37467
C 3.67412 -4.39940 0.70628
C 2.22315 -3.96912 0.37014
C 1.82076 -3.99611 -1.11874
C 2.80947 -3.14302 -2.00930
O 2.35762 -1.79993 -2.07372
C 3.18291 -0.83504 -1.54768
F 3.38191 0.08538 -2.52814
S 2.31243 0.12379 -0.24905
N 0.53115 -3.31618 -1.22101
C -0.58739 -4.03831 -0.60988
O -1.74352 -3.21008 -0.67724
C -1.45633 -1.93786 -0.08405
C -2.70527 -1.32884 0.54734
O -3.34500 -0.47091 -0.37642
C -4.57888 0.00268 0.19252
C -4.77452 1.49175 -0.08295
S 1.84871 -5.66950 -1.87207
O 0.89907 -5.75359 -2.93235
O 3.16275 -5.91570 -2.37992
C 1.54540 -7.03941 -0.64723
F 1.07646 -8.03821 -1.35309
F 2.63975 -7.44650 -0.07939
F 0.64392 -6.74311 0.26947
H -2.91908 -2.27911 4.91195
H -3.14635 -2.39991 6.63383
H -1.55561 -1.94878 6.04059
H -3.99007 -0.24343 5.35234
H -3.31449 -0.08893 6.97570
H -1.11841 0.13390 5.08563
H -2.47102 1.12953 4.54464
H -2.55707 1.95031 7.08830
H -1.05166 1.09692 7.24439
H 0.21745 2.64459 6.18872
H -1.03246 3.66503 6.84949
H -1.09681 4.58294 4.72000
H -2.29871 3.32707 4.61569
H -0.72166 3.54581 2.66864
H -0.97448 1.92483 3.22614
H 1.42778 3.07661 4.57488
H 1.44934 3.32614 2.84470
H 1.27355 1.12150 2.24273
H 0.66201 0.58980 3.78339
H 3.04039 1.34646 4.67853
H 3.54675 1.26429 3.00830
H 1.99905 -1.13283 3.64577
H 3.17083 -0.83679 4.96529
H 5.02997 -1.27566 3.57251
H 4.19658 -0.76807 2.11690
H 4.13200 -3.45767 3.48096
H 2.67774 -2.86653 2.68280
H 4.42734 -2.37685 0.66954
H 5.45533 -3.46000 1.57645
H 3.71100 -5.23996 1.39931
H 4.24216 -4.68555 -0.18065
H 1.98629 -2.96799 0.72013
H 1.56944 -4.62598 0.94504
H 2.74390 -3.52949 -3.03042
H 3.84633 -3.26843 -1.70367
H 4.17278 -1.18987 -1.26050
H 2.25332 -0.69114 0.82277
H 0.31636 -3.32648 -2.22217
H -0.43612 -4.25572 0.45264
H -0.84192 -4.97671 -1.11246
H -0.72837 -2.03092 0.72705
H -1.12164 -1.23298 -0.84440
H -2.33382 -0.71999 1.39014
H -3.35993 -2.10085 0.96888
H -5.37538 -0.63377 -0.20542
H -4.53611 -0.15185 1.27582
H -5.04895 1.60435 -1.13034
H -3.87850 2.06002 0.15654
H -5.58691 1.84710 0.55341
C 1.15980 -1.32211 7.44332
C 2.02524 -2.53294 7.75580
N 2.12710 -2.83004 9.17194
C 3.13264 -3.83794 9.47010
C 2.91220 -5.25945 8.93872
C 0.86470 -2.97672 9.87856
C -0.10522 -4.06402 9.39707
H 1.53615 -0.42752 7.94332
H 1.16726 -1.13483 6.36715
H 0.11942 -1.47200 7.73582
H 3.03019 -2.32635 7.37515
H 1.64412 -3.39069 7.17903
H 3.27171 -3.88542 10.55384
H 4.08866 -3.47571 9.07803
H 2.17058 -5.80198 9.52310
H 3.84406 -5.82479 9.01197
H 2.60756 -5.27037 7.89180
H 0.34271 -2.01713 9.84331
H 1.07372 -3.12976 10.94049
H -0.17267 -4.11171 8.30914
H -1.10812 -3.85547 9.77700
H 0.17216 -5.04895 9.76955
C -9.97337 4.95067 1.74027
C -9.03289 3.83877 2.18095
N -8.93980 3.68497 3.62189
C -7.87284 2.78523 4.02865
C -7.98132 1.30725 3.63350
C -10.20186 3.51504 4.32329
C -11.08253 2.31923 3.93702
H -9.66944 5.91129 2.15894
H -9.95497 5.03584 0.65264
H -11.00691 4.75610 2.02965
H -8.03708 4.08009 1.79802
H -9.34031 2.90546 1.68405
H -7.75147 2.85026 5.11387
H -6.93639 3.17637 3.61660
H -8.69398 0.77185 4.25897
H -7.01185 0.82192 3.77332
H -8.26208 1.17222 2.58850
H -10.78961 4.42643 4.18924
H -10.00323 3.47919 5.39771
H -11.12515 2.16328 2.85831
H -12.10484 2.48959 4.28255
H -10.74311 1.39705 4.40634
C 3.79818 -1.38824 -5.34253
C 3.80800 -0.06654 -6.09326
N 5.02110 0.16598 -6.85761
C 5.11394 1.52089 -7.37650
C 4.08101 1.96914 -8.41752
C 5.39389 -0.88624 -7.78882
C 4.39375 -1.25524 -8.89271
H 4.64319 -1.45475 -4.65405
H 2.88045 -1.46920 -4.75824
H 3.82846 -2.24681 -6.01574
H 3.71103 0.73146 -5.35200
H 2.90646 -0.01795 -6.72334
H 6.11606 1.67281 -7.78826
H 5.05271 2.20583 -6.52455
H 4.29603 1.55835 -9.40353
H 4.11259 3.05719 -8.51727
H 3.06190 1.69868 -8.13963
H 5.61039 -1.78881 -7.21188
H 6.35111 -0.62482 -8.24795
H 3.36676 -1.29892 -8.52788
H 4.63890 -2.24071 -9.29577
H 4.43470 -0.55662 -9.72720
C 1.01434 2.63976 -11.58855
C 1.11258 3.85671 -12.49740
N 1.34586 5.10109 -11.78695
C 1.20696 6.27486 -12.63450
C 2.20535 6.46144 -13.78366
C 2.48845 5.10886 -10.88877
C 3.86903 4.82380 -11.49392
H 0.21520 2.76034 -10.85546
H 0.79317 1.75372 -12.18587
H 1.94735 2.44431 -11.05733
H 0.16434 3.94270 -13.03545
H 1.88551 3.66230 -13.25718
H 1.22693 7.16802 -12.00334
H 0.19975 6.25407 -13.06325
H 3.17347 6.81182 -13.42890
H 1.83013 7.22134 -14.47305
H 2.35437 5.54719 -14.35855
H 2.30558 4.37764 -10.09697
H 2.52255 6.06728 -10.36381
H 3.85039 4.01045 -12.22046
H 4.56517 4.53664 -10.70194
H 4.28652 5.70823 -11.97276
```

structure (SMILES) = CCCCCCCCCCCCCCCC[C@](CO[C@@H](F)S)(NCOCCOCC)S(=O)(=O)C(F)(F)F.CCN(CC)CC.CCN(CC)CC.CCN(CC)CC.CCN(CC)CC
relative energy (zero: lowest compared OMol25 entry of this formula, charge and spin) = 0.0 kJ/mol
charge = 0
maximum force = 2.43 eV Å⁻¹
lowest unoccupied orbital energy = 0.318 eV

=====

[2]
Density functional theory data (ωB97M-V/def2-TZVPD) for 14 unconnected molecules or ions with the total composition C49H112F21N7O35S7 at a distorted geometry.

Geometry as XYZ:
```
231
Properties=species:S:1:pos:R:3
C 15.31264 22.13826 11.01364
O 14.53040 23.29156 10.73128
C 15.32323 24.37534 10.23620
C 14.48785 25.69604 10.35412
N 12.98930 25.61976 9.80358
H 13.01251 25.22746 8.87318
H 12.41845 25.03580 10.39790
C 12.40315 26.98566 9.74260
C 10.94832 26.87416 9.33332
O 10.32329 25.80980 10.06830
C 9.04091 25.37004 9.61410
H 15.83880 21.71346 10.15875
H 14.61000 21.36588 11.32642
H 16.10313 22.30352 11.74570
H 15.69549 24.18308 9.22995
H 16.11944 24.55432 10.95878
H 14.89588 26.58906 9.88072
H 14.40133 26.00634 11.39542
H 12.90993 27.48902 8.91924
H 12.51614 27.47382 10.71058
H 10.81783 26.88308 8.25119
H 10.41177 27.76090 9.67080
H 9.09222 24.85918 8.65260
H 8.18648 26.04678 9.62320
H 8.81924 24.42952 10.11848
C 14.37410 16.95350 19.06868
O 14.93686 17.95098 18.23092
C 16.31312 18.29620 18.54288
C 16.94674 19.19799 17.40345
N 16.58255 18.59574 16.01052
H 16.59568 17.59248 16.12638
H 15.62940 18.73426 15.70652
C 17.51552 18.92438 14.83462
C 17.82500 20.43245 14.70344
O 16.57730 20.96482 14.45474
C 16.41909 22.37770 14.66814
H 14.88812 16.00984 18.88597
H 13.34756 16.78758 18.74190
H 14.28609 17.26572 20.10928
H 16.98337 17.43662 18.54098
H 16.30046 18.85678 19.47760
H 18.02773 19.25029 17.53316
H 16.45685 20.17050 17.45182
H 16.92915 18.66272 13.95382
H 18.34804 18.22258 14.88462
H 18.63350 20.69934 14.02288
H 18.17431 20.82194 15.65968
H 16.98679 22.89170 13.89250
H 16.86721 22.70102 15.60770
H 15.35905 22.58298 14.51890
C 10.38658 18.24654 24.05510
O 10.36360 19.31896 23.09596
C 10.91499 20.56010 23.49814
C 10.84714 21.62332 22.40396
N 11.38636 21.20316 20.97202
H 10.91782 20.35869 20.67634
H 11.10827 21.89868 20.29452
C 12.90844 21.01108 20.84804
C 13.35835 20.46839 19.49269
O 12.78100 21.21604 18.46450
C 13.29241 20.94946 17.14840
H 11.23514 17.94918 24.67124
H 10.02411 17.43092 23.42942
H 9.55303 18.32021 24.75358
H 11.97820 20.44145 23.70692
H 10.52040 20.88025 24.46246
H 11.55072 22.41450 22.66298
H 9.86658 22.09620 22.45866
H 13.09536 20.35936 21.70152
H 13.35286 21.99026 21.02636
H 13.11028 19.40701 19.48670
H 14.44701 20.51404 19.46379
H 13.84331 20.01638 17.03026
H 14.01403 21.69656 16.81793
H 12.42746 20.84198 16.49388
C 23.75621 13.34978 17.40778
O 22.85614 14.33104 17.87692
C 21.67773 13.79812 18.44816
C 20.63344 14.97534 18.66212
N 21.24631 16.24322 19.32074
H 21.78716 15.87900 20.09205
H 21.96566 16.71726 18.79358
C 20.17654 17.23842 19.70750
C 19.41670 16.90792 21.01608
O 18.39943 15.86492 20.77652
C 17.15787 15.98868 21.49522
H 24.55944 13.97060 17.01092
H 23.37635 12.79568 16.54942
H 24.23310 12.70040 18.14196
H 21.93563 13.36832 19.41608
H 21.11001 13.03504 17.91572
H 19.85359 14.62026 19.33580
H 20.20290 15.28772 17.71072
H 19.52740 17.35212 18.83930
H 20.79240 18.13158 19.81290
H 18.95446 17.75482 21.52320
H 20.23572 16.61676 21.67376
H 16.89196 16.98082 21.85998
H 17.20706 15.33998 22.36978
H 16.25547 15.65096 20.98558
C 17.01421 10.19618 13.49090
O 16.62454 9.77844 14.77566
C 17.62963 10.06338 15.74362
C 17.14379 10.35468 17.15676
N 15.83625 11.25586 17.33576
H 15.89916 12.11064 16.80142
H 14.99492 10.90678 16.89941
C 15.31551 11.42634 18.79576
C 13.80240 11.61102 18.87758
O 13.19572 12.38562 17.80677
C 13.21760 13.76566 18.15190
H 17.77027 9.57002 13.01718
H 17.33677 11.23726 13.47618
H 16.12147 10.18249 12.86566
H 18.31125 10.87624 15.49310
H 18.35225 9.25363 15.64248
H 17.95841 10.87480 17.66072
H 17.10957 9.45164 17.76622
H 15.78175 12.32206 19.20614
H 15.65949 10.47915 19.21120
H 13.72042 12.04930 19.87222
H 13.30989 10.64420 18.98152
H 12.68962 13.96800 19.08378
H 12.69852 14.38750 17.42254
H 14.26102 13.99980 18.36297
C 10.83899 16.10362 11.20492
O 10.87853 16.23544 12.62412
C 9.70402 16.84546 13.20262
C 9.90815 18.35656 13.11216
N 11.15059 18.78628 13.92682
H 10.95094 19.66682 14.37950
H 11.40407 18.18030 14.69404
C 12.33694 19.02734 13.02252
C 13.72449 19.30575 13.80056
O 13.90703 18.46260 14.93666
C 13.97020 17.04797 14.78470
H 10.83956 17.08856 10.73804
H 9.98191 15.52734 10.85648
H 11.74300 15.58872 10.87972
H 9.76604 16.61272 14.26568
H 8.81319 16.47192 12.69764
H 9.09687 18.90238 13.59382
H 9.97186 18.71558 12.08496
H 12.07165 19.86832 12.38184
H 12.43626 18.09796 12.46176
H 13.79581 20.36756 14.03626
H 14.56561 19.23664 13.11074
H 13.91706 16.52482 15.73948
H 14.84061 16.83958 14.16254
H 13.17804 16.76221 14.09266
C 14.59515 26.09958 22.55206
O 15.25037 24.90810 22.87116
C 16.55408 24.97058 22.37630
C 17.35819 23.82650 22.92762
N 16.57259 22.50900 22.79322
H 15.72796 22.76128 23.28624
H 16.31676 22.45132 21.81786
C 17.32934 21.31528 23.33320
C 17.01791 20.03442 22.44278
O 15.65529 19.67306 22.43728
C 15.21200 18.84240 23.51208
H 14.43682 26.13802 21.47432
H 15.09190 27.00236 22.90748
H 13.60300 26.08466 23.00320
H 17.01405 25.90720 22.69138
H 16.51695 24.95108 21.28712
H 17.66707 24.00102 23.95826
H 18.31484 23.68098 22.42586
H 16.86380 21.23266 24.31530
H 18.39093 21.56246 23.33768
H 17.59900 19.18820 22.80930
H 17.40173 20.11512 21.42578
H 15.15052 19.32220 24.48886
H 15.84308 17.95560 23.57074
H 14.26151 18.37398 23.25662
C 15.79350 24.42412 18.08940
F 14.91650 23.77322 17.39001
F 16.51802 25.13804 17.25200
F 15.11158 25.10242 18.96952
S 16.91589 23.00526 19.00264
O 16.09619 22.35118 19.97226
O 17.45929 22.11172 17.90330
O 18.06089 23.65190 19.67426
C 19.62023 19.36320 11.75986
F 18.28853 19.50540 11.92692
F 20.17978 20.55520 11.85950
F 20.15750 18.60364 12.71798
S 20.01599 18.54436 10.01996
O 21.34322 19.03626 9.62030
O 20.02834 17.07527 10.00226
O 18.92908 19.12062 9.18834
C 16.75760 15.83980 11.01122
F 17.45162 15.72082 9.83358
F 16.63516 14.62302 11.55332
F 17.31331 16.67162 11.93614
S 15.06599 16.59126 10.52010
O 14.36647 17.03806 11.72130
O 15.31792 17.69000 9.55953
O 14.31050 15.53274 9.85420
C 18.59815 13.81720 14.91484
F 19.46318 12.99388 15.43866
F 19.29401 14.89456 14.61960
F 18.02645 13.42456 13.73368
S 17.15080 14.35630 16.10824
O 16.05135 13.39698 15.77210
O 17.70453 14.15522 17.46216
O 16.93060 15.77968 15.75858
C 9.78786 16.56280 18.45000
F 9.00158 16.49502 19.53560
F 10.98700 16.11792 18.87250
F 9.31861 15.74718 17.55603
S 9.80040 18.40144 17.83856
O 8.40859 18.73708 17.48084
O 10.17246 19.19283 18.98202
O 10.80198 18.52232 16.73792
C 14.40944 13.28058 23.01294
F 13.55132 12.26640 22.88636
F 14.91487 13.16902 24.28078
F 15.42273 13.16550 22.17110
S 13.46549 15.02760 22.74736
O 12.22417 14.95576 23.56954
O 14.40487 16.00898 23.34916
O 13.24716 15.14110 21.35574
C 22.75335 19.77256 15.34906
F 23.25508 20.85768 15.93844
F 22.11100 20.09744 14.19844
F 23.80301 18.92900 15.27318
S 21.40495 19.01025 16.55001
O 22.06998 18.64814 17.80052
O 20.36743 20.05816 16.75320
O 20.87105 17.81086 15.86788
```

relative energy (zero: lowest compared OMol25 entry of this formula, charge and spin) = 696.6 kJ/mol
charge = 0
maximum force = 6.55 eV Å⁻¹
lowest unoccupied orbital energy = -1.262 eV